[1]
DFT (wB97M-V/def2-TZVPD) results for a molecular structure, C27H45GeN4OV.

<S²>: 3.763
2S+1: 4
Gap between HOMO and LUMO (spin up / spin down): 7.43 / 7.82 eV
Lowest unoccupied orbital energy (spin up / spin down): -9.75 / -10.02 eV
Charge: +3
HOMO energy (spin up / spin down): -0.6313 / -0.6556 Ha

Last column: Löwdin charge in e.
Atoms and positions in Å:
C 1.0326 0.4198 4.3503  -0.24
H -1.9223 -0.1173 3.2866  0.08
C 2.0529 -2.4560 -0.5846  -0.16
C 2.3687 -5.1186 -1.2996  0.02
H -0.5239 -2.2846 1.5706  0.07
N -0.6452 0.2000 -2.6175  -0.12
H 4.2282 -2.4079 -0.5519  0.13
H 1.2955 -2.3646 3.5045  0.05
C -2.2982 4.9985 -1.3511  0.03
H 0.2203 -5.2228 -1.3311  0.13
H -2.6458 0.7864 1.9630  0.07
H -3.0464 -0.5433 -1.7521  0.13
C -2.0000 3.6625 -1.1526  -0.22
H -2.9289 0.7607 -0.0059  0.08
H 1.9863 0.6247 4.8439  0.13
H -0.5461 -1.0596 4.6064  0.08
H 2.3006 1.4563 -1.7522  0.11
H -2.9318 -4.1809 1.7171  0.09
C 3.4957 -4.3292 -1.0823  -0.01
H 1.0024 -2.9871 5.1181  0.09
C 0.9229 -3.2728 -0.8112  0.00
H 0.3771 2.4900 -3.6764  0.13
H 3.7494 -0.2112 -0.7717  0.12
C 0.4915 0.3478 -3.5587  -0.14
H -0.0682 -2.8579 -0.6888  0.10
H -1.8554 1.7131 -3.4337  0.13
C 1.3465 0.4144 2.8428  -0.29
C -2.4955 -1.4077 1.6458  -0.25
H -0.7430 -0.7883 -2.3939  0.13
C 0.0307 5.3818 -1.8035  0.04
C 1.0823 -4.5919 -1.1634  -0.02
H 2.4924 -6.1581 -1.5754  0.14
H 4.4839 -4.7533 -1.1919  0.13
H 2.2374 3.8759 -2.4226  0.15
H 0.3824 1.2609 4.6021  0.12
N -2.5195 1.2489 -0.7922  -0.10
C 3.0558 -0.2072 0.0716  0.01
H -1.4309 -2.6720 3.0221  0.12
H -1.4724 6.9166 -1.8350  0.14
H -3.4576 -1.6275 2.1145  0.14
C -2.0082 -0.0667 2.1994  -0.26
H 2.1240 3.4967 -0.7021  0.14
H 0.1264 1.9092 0.8400  0.02
H 2.3862 -1.9452 4.8320  0.09
H -3.3369 2.8678 0.2912  0.15
C 1.6190 3.3905 -1.6650  -0.10
V -0.2985 1.2898 -0.7456  0.65
C 1.0982 1.7256 -3.3836  -0.14
H 2.7370 0.8110 0.2815  0.08
Ge -0.1939 0.4123 1.6715  1.16
H 0.1742 0.1986 -4.5924  0.14
C -1.9690 -3.8669 1.3138  -0.08
H -3.9466 0.8497 -2.3363  0.14
C -1.9496 0.6669 -3.1362  -0.15
C 0.2571 4.0401 -1.5927  -0.23
H 1.9501 -0.4583 2.5924  0.06
C -1.2676 5.8662 -1.6756  0.02
C -1.5302 -2.5514 1.9407  -0.27
N 1.4324 1.9456 -1.9475  -0.11
C 0.4885 -0.8929 4.9181  -0.25
O 0.6924 -0.6036 -0.1442  -0.22
H 1.2269 -0.4251 -3.3253  0.13
H -2.6836 -1.3526 0.5680  0.10
N -0.7491 3.2023 -1.2715  0.02
H 0.4487 -0.7853 6.0019  0.13
H -2.0811 -3.7781 0.2300  0.07
C 1.3397 -2.1098 4.5681  -0.09
H 3.6219 -0.5837 0.9255  0.12
H -1.2536 -4.6615 1.5218  0.09
H -3.9281 2.7504 -1.3544  0.14
H -3.3161 5.3527 -1.2555  0.14
C -3.0347 2.6492 -0.7354  -0.08
H 1.9822 1.8525 -4.0105  0.15
C 1.8817 -1.0915 -0.2064  -0.30
H -2.2651 0.0985 -4.0139  0.15
H 0.8471 6.0405 -2.0670  0.14
H 1.8880 1.3128 2.5471  0.08
C 3.3452 -3.0075 -0.7247  0.02
C -2.9595 0.5129 -2.0173  -0.14

[2]
DFT (wB97M-V/def2-TZVPD) results for a single C2H5IP2 molecule.

SMILES string: CC(I)=P#[PH2]
Gap between HOMO and LUMO: 8.50 eV
Lowest unoccupied orbital energy: -0.22 eV
Charge: 0
HOMO energy: -0.3205 Ha

Last column: Löwdin charge in e.
Atoms and positions in Å:
P 0.0506 0.1792 2.6040  0.33
C -0.2621 0.0784 -1.9011  -0.31
H 0.1805 0.8675 -2.6484  0.10
C 0.1732 0.1572 -0.4999  -1.14
P -0.7811 -0.5137 0.7117  0.52
H -1.3730 0.0302 -2.0141  0.07
I 1.8854 1.4227 0.1125  0.63
H 1.1215 -0.8732 2.6154  -0.11
H 0.0278 -0.9100 -2.3467  0.08
H -1.0230 -0.4383 3.3666  -0.16

[3]
DFT (wB97M-V/def2-TZVPD) results for a single C3H8FNO2Si molecule.

SMILES string: CCOC(=O)N(F)[SiH3]
Gap between HOMO and LUMO: 10.92 eV
Lowest unoccupied orbital energy: 0.77 eV
Charge: 0
HOMO energy: -0.3730 Ha

Last column: Löwdin charge in e.
Atoms and positions in Å:
O 0.9505 1.1913 -0.1090  0.00
H -2.1088 0.0220 -1.3591  0.11
H 3.1507 1.7031 0.1847  -0.05
H -1.1753 1.0824 0.6487  0.10
H -3.1222 -1.2259 -0.3704  0.10
C -2.6068 -0.2053 -0.3357  -0.06
Si 3.4989 0.2865 -0.0699  0.76
H -1.7877 -0.4105 1.5062  0.11
O -0.3233 -0.6955 0.2882  0.01
C -1.4331 0.0663 0.6293  -0.25
H 3.8385 0.1422 -1.5044  -0.07
H -3.3138 0.5358 -0.0656  0.05
N 1.9739 -0.8018 0.1263  -0.12
F 1.8262 -2.0911 0.6058  -0.02
C 0.8568 -0.0222 0.0892  -0.57
H 4.4762 -0.2155 0.7879  -0.11

[4]
DFT (wB97M-V/def2-TZVPD) results for a molecular structure, C5H11ClN.

Gap between HOMO and LUMO: 8.84 eV
Lowest unoccupied orbital energy: -6.12 eV
Charge: +1
HOMO energy: -0.5497 Ha

Last column: Löwdin charge in e.
Atoms and positions in Å:
H 0.5122 -2.9839 -0.6206  0.12
H 1.4096 -1.5514 -1.2454  0.01
C -1.2977 -1.5620 0.4075  0.04
Cl 2.4501 0.5969 -0.8232  0.36
H -0.0308 2.5462 -1.4207  0.09
C 0.2526 0.2392 0.0674  -0.10
C 0.0590 2.6324 -0.3311  -0.10
H -0.2160 1.5856 1.5233  0.13
N 0.0279 -0.9959 0.0547  -0.13
H -1.7693 -0.9159 1.0902  0.08
C -0.3766 1.4287 0.5078  -0.21
H 1.1688 2.7498 -0.1693  0.05
H -0.3624 3.5709 0.2520  0.14
C 0.9586 -1.9880 -0.4213  -0.06
H -2.0293 -1.7424 -0.4956  0.17
H 1.8572 -2.2240 0.3307  0.17
H -1.1397 -2.5296 0.8447  0.10
H -1.4744 1.1435 0.4490  0.17

[5]
DFT (wB97M-V/def2-TZVPD) results for 3 unconnected molecules or ions with the total composition C5H14O2.

<S²>: 0.752
2S+1: 2
Gap between HOMO and LUMO (spin up / spin down): 9.48 / 6.22 eV
Lowest unoccupied orbital energy (spin up / spin down): -4.80 / -8.06 eV
Charge: +1
HOMO energy (spin up / spin down): -0.5246 / -0.5246 Ha

Last column: Löwdin charge in e.
Atoms and positions in Å:
C 1.7488 -0.2052 0.3109  -0.18
C 2.3625 -1.3210 -0.4661  0.00
H 2.7497 1.7473 0.5605  0.13
H -3.3657 0.1511 -4.0677  0.02
H 3.4448 -1.2373 -0.3836  0.10
H 2.2691 1.0060 2.0337  0.12
H -1.4058 -0.4180 -0.7032  0.11
H 2.0996 -1.3490 -1.5258  0.12
H -3.5508 0.7623 -2.7443  0.03
C -0.5904 -1.0322 -0.2825  -0.02
O -3.0312 0.8530 -3.5417  -0.04
C 2.5828 0.7646 1.0184  0.00
H -1.5863 1.5391 2.9996  0.04
H -1.1361 -1.7816 0.2982  0.13
H -2.1166 0.5823 1.9298  0.00
H 2.1566 -2.3366 -0.1085  0.13
H 3.6384 0.4621 1.0232  0.11
H -0.1478 -1.5081 -1.1477  0.08
O -2.1909 0.8035 2.8480  -0.03
H 0.0566 0.3432 1.3495  0.12
C 0.3515 -0.1666 0.4330  0.05

Result set for strongest force on any atom: 2.13 3.17 3.25 4.36 1.64 eV/Å, one per record in the order listed.
Result set for E: -4370.1429 -1059.5300 -713.6040 -711.6805 -349.0278 a.u., one per record in the order listed.
Result set for energy relative to the best compared isomer or geometry (same formula, charge and spin): 0.6794 0.3967 0.0000 3.5123 0.6879 eV, one per record in the order listed.